[1]
The following is a DFT calculation (ωB97M-V/def2-TZVPD) of 3 unconnected molecules or ions with the total composition C5H15N2.

Each atom is followed by the atoms it is bonded to, with distances in Å.
Element x y z (Å)
1 C -0.821 -2.227 1.051  C4 1.361, H8 1.059, H9 1.083
2 N -1.785 0.470 -1.070  C3 1.449, H10 1.022, H17 1.129
3 C -2.478 0.467 0.202  N2 1.449, H11 1.110, H12 1.060, H13 1.129
4 C -0.314 -1.246 1.847  C1 1.361, H14 1.097, H15 1.090
5 N 0.545 1.062 -0.157  C6 1.486, H16 0.990
6 C 1.459 0.551 -1.211  N5 1.486, C7 1.559, H18 1.105, H19 1.101
7 C 2.914 0.459 -0.659  C6 1.559, H20 1.040, H21 1.098, H22 1.168
8 H -0.694 -2.064 0.012  C1 1.059
9 H -1.046 -3.234 1.379  C1 1.083
10 H -2.072 1.302 -1.589  N2 1.022
11 H -2.848 -0.560 0.403  C3 1.110
12 H -3.327 1.093 0.303  C3 1.060
13 H -1.827 0.764 1.076  C3 1.129
14 H -0.189 -1.381 2.929  C4 1.097
15 H 0.085 -0.381 1.317  C4 1.090
16 H 0.639 2.045 -0.069  N5 0.990
17 H -0.684 0.447 -0.819  N2 1.129
18 H 1.398 1.352 -1.969  C6 1.105
19 H 1.195 -0.442 -1.608  C6 1.101
20 H 3.565 0.780 -1.405  C7 1.040
21 H 3.007 1.232 0.116  C7 1.098
22 H 3.278 -0.488 -0.080  C7 1.168

Values from the calculation:
Net charge   +1
Gap between HOMO and LUMO   0.174 hartree
LUMO   -8.52 eV
Energy relative to the best compared isomer or geometry (same formula, charge and spin)   177.7 kcal per mole
M   103.19 g mol⁻¹

=====

[2]
The following is a DFT calculation (ωB97M-V/def2-TZVPD) of a gas-phase ion, C5H15N2 (charge +1).

Each atom is followed by the atoms it is bonded to, with distances in Å.
Element x y z (Å)
1 C 2.272 0.773 0.706  C2 1.542, H8 1.090, H9 1.090, H10 1.085
2 C 0.912 1.161 1.318  C1 1.542, C3 1.552, H11 1.082, H12 1.084
3 C -0.089 -0.024 1.344  C2 1.552, C4 1.517, H13 1.093, H14 1.080
4 C -0.868 -0.140 0.048  C3 1.517, N5 1.543, C6 1.498, H15 1.084
5 N -1.628 -1.484 0.029  C4 1.543, H16 1.035, H17 1.014, H18 1.021
6 C -0.173 -0.131 -1.279  C4 1.498, N7 1.454, H19 1.100, H20 1.109
7 N -1.188 -0.165 -2.320  C6 1.454, H21 1.009, H22 1.012
8 H 2.294 0.891 -0.377  C1 1.090
9 H 2.618 -0.247 0.877  C1 1.090
10 H 3.032 1.473 1.041  C1 1.085
11 H 1.181 1.354 2.347  C2 1.082
12 H 0.486 2.009 0.793  C2 1.084
13 H 0.509 -0.921 1.523  C3 1.093
14 H -0.783 0.076 2.165  C3 1.080
15 H -1.688 0.568 0.017  C4 1.084
16 H -2.045 -1.545 -0.917  N5 1.035
17 H -1.000 -2.265 0.186  N5 1.014
18 H -2.366 -1.537 0.732  N5 1.021
19 H 0.626 0.614 -1.408  C6 1.100
20 H 0.493 -1.009 -1.394  C6 1.109
21 H -1.796 0.628 -2.180  N7 1.009
22 H -0.799 -0.077 -3.251  N7 1.012

Values from the calculation:
Net charge   +1
Gap between HOMO and LUMO   0.402 hartree
LUMO   -3.20 eV
Energy relative to the best compared isomer or geometry (same formula, charge and spin)   12.4 kcal per mole
M   103.19 g mol⁻¹
SMILES   CCC[C@H]([NH3+])CN

=====

[3]
The following is a DFT calculation (ωB97M-V/def2-TZVPD) of 2 unconnected molecules or ions with the total composition C5H15N2.

Each atom is followed by the atoms it is bonded to, with distances in Å.
Element x y z (Å)
1 N -0.105 1.931 1.532  C2 1.469, H9 1.013, H10 1.014
2 C 0.570 1.240 0.426  N1 1.469, C3 1.526, C4 1.592, H11 1.080
3 C 1.579 2.183 -0.225  C2 1.526, H12 1.102, H13 1.095, H14 1.099
4 C -0.525 0.840 -0.658  C2 1.592, N5 1.386, H15 1.107, H16 1.147
5 N -1.319 -0.129 -0.066  C4 1.386, C6 1.427
6 C -2.151 -0.884 -0.945  N5 1.427, H17 1.103, H18 1.091, H19 1.109
7 C 0.960 -3.141 0.547  H8 1.080, H20 1.098, H21 1.094, H22 1.094
8 H -0.045 -3.524 0.447  C7 1.080
9 H -0.973 2.320 1.185  N1 1.013
10 H -0.366 1.251 2.237  N1 1.014
11 H 1.007 0.341 0.834  C2 1.080
12 H 2.017 1.680 -1.103  C3 1.102
13 H 1.014 3.068 -0.537  C3 1.095
14 H 2.345 2.458 0.514  C3 1.099
15 H -1.130 1.704 -0.993  C4 1.107
16 H 0.120 0.595 -1.574  C4 1.147
17 H -1.567 -1.523 -1.628  C6 1.103
18 H -2.939 -1.406 -0.402  C6 1.091
19 H -2.626 -0.055 -1.507  C6 1.109
20 H 1.810 -3.749 0.209  C7 1.098
21 H 1.155 -3.031 1.617  C7 1.094
22 H 1.170 -2.171 0.088  C7 1.094

Values from the calculation:
Net charge   +1
Gap between HOMO and LUMO   0.199 hartree
LUMO   -8.51 eV
Energy relative to the best compared isomer or geometry (same formula, charge and spin)   129.2 kcal per mole
M   103.19 g mol⁻¹

=====

[4]
The following is a DFT calculation (ωB97M-V/def2-TZVPD) of a gas-phase ion, C5H15N2 (charge +2).

Each atom is followed by the atoms it is bonded to, with distances in Å.
Element x y z (Å)
1 N 0.393 0.819 2.482  C2 1.436, H9 1.028, H10 1.024
2 C 0.503 1.673 1.332  N1 1.436, C3 1.545, H11 1.109, H12 1.094
3 C 0.951 0.989 0.022  C2 1.545, N4 1.489, H13 1.089, H14 1.077
4 N 0.278 -0.311 -0.252  C3 1.489, C5 1.545, C7 1.515, H8 1.017
5 C -1.021 -0.111 -1.064  N4 1.545, C6 1.498, H15 1.080, H16 1.082
6 C -1.973 -1.267 -1.043  C5 1.498, H17 1.090, H18 1.092, H19 1.087
7 C 1.131 -1.321 -0.993  N4 1.515, H20 1.081, H21 1.091, H22 1.086
8 H -0.122 -0.662 0.615  N4 1.017
9 H 0.515 1.318 3.372  N1 1.028
10 H 0.908 -0.066 2.450  N1 1.024
11 H 1.327 2.371 1.582  C2 1.109
12 H -0.393 2.301 1.354  C2 1.094
13 H 0.631 1.630 -0.798  C3 1.089
14 H 2.027 1.037 0.047  C3 1.077
15 H -1.489 0.722 -0.562  C5 1.080
16 H -0.782 0.238 -2.061  C5 1.082
17 H -2.908 -0.881 -1.447  C6 1.090
18 H -2.289 -1.652 -0.071  C6 1.092
19 H -1.679 -2.119 -1.650  C6 1.087
20 H 1.590 -0.818 -1.833  C7 1.081
21 H 1.863 -1.686 -0.271  C7 1.091
22 H 0.540 -2.205 -1.211  C7 1.086

Values from the calculation:
Spin multiplicity   2
Net charge   +2
Gap between HOMO and LUMO (alpha / beta)   0.467 / 0.266 hartree
LUMO (alpha / beta)   -7.61 / -13.08 eV
Energy relative to the best compared isomer or geometry (same formula, charge and spin)   46.0 kcal per mole
Expectation value of S²   0.754
M   103.19 g mol⁻¹

=====

[5]
The following is a DFT calculation (ωB97M-V/def2-TZVPD) of 2 unconnected molecules or ions with the total composition C5H15N2O.

Each atom is followed by the atoms it is bonded to, with distances in Å.
Element x y z (Å)
1 C -0.635 -1.043 -1.735  C2 1.549, N7 1.540, H8 1.078, H9 1.071
2 C -0.681 -0.835 -0.200  C1 1.549, C3 1.535, H10 1.086, H11 1.088
3 C 0.311 0.295 0.108  C2 1.535, C4 1.341, C6 1.490
4 C 1.537 0.344 -0.434  C3 1.341, N5 1.390, H12 1.083
5 N 2.258 1.522 -0.600  C4 1.390, H13 1.013, H14 1.004
6 C -0.164 1.352 1.044  C3 1.490, H15 1.088, H16 1.089, H17 1.102
7 N -2.039 -1.378 -2.274  C1 1.540, H18 1.039, H19 1.052, H20 1.056
8 H -0.037 -1.919 -1.924  C1 1.078
9 H -0.355 -0.179 -2.302  C1 1.071
10 H -0.577 -1.771 0.340  C2 1.086
11 H -1.650 -0.394 0.023  C2 1.088
12 H 2.027 -0.500 -0.904  C4 1.083
13 H 3.255 1.527 -0.424  N5 1.013
14 H 1.939 2.385 -0.200  N5 1.004
15 H 0.540 2.159 1.233  C6 1.088
16 H -0.484 1.031 2.035  C6 1.089
17 H -1.042 1.874 0.631  C6 1.102
18 H -2.765 -1.675 -1.594  N7 1.039
19 H -1.985 -2.075 -3.062  N7 1.052
20 H -2.487 -0.642 -2.885  N7 1.056
21 H 0.826 -0.779 4.347  O23 0.963
22 H 1.477 0.542 4.625  O23 0.963
23 O 0.732 0.159 4.152  H21 0.963, H22 0.963

Values from the calculation:
Spin multiplicity   2
Net charge   0
Gap between HOMO and LUMO (alpha / beta)   0.149 / 0.313 hartree
LUMO (alpha / beta)   0.53 / 0.51 eV
Energy relative to the best compared isomer or geometry (same formula, charge and spin)   51.2 kcal per mole
Expectation value of S²   0.751
M   119.19 g mol⁻¹

=====

[6]
The following is a DFT calculation (ωB97M-V/def2-TZVPD) of 2 unconnected molecules or ions with the total composition C5H15N2O.

Each atom is followed by the atoms it is bonded to, with distances in Å.
Element x y z (Å)
1 C 1.793 0.152 2.513  C2 1.526, H8 1.085, H9 1.089, H10 1.090
2 C 0.678 -0.093 1.501  C1 1.526, C3 1.518, N7 1.492, H11 1.098
3 C 1.061 -0.969 0.322  C2 1.518, C4 1.505, H12 1.091, H13 1.090
4 C -0.150 -1.154 -0.553  C3 1.505, C5 1.319, H14 1.078
5 C -0.154 -0.772 -1.815  C4 1.319, N6 1.468, H15 1.074
6 N -1.380 -0.649 -2.613  C5 1.468, H16 1.020, H17 1.034, H18 1.021
7 N 0.182 1.183 0.908  C2 1.492, H19 1.008, H20 1.014
8 H 2.760 0.273 2.035  C1 1.085
9 H 1.577 1.074 3.050  C1 1.089
10 H 1.950 -0.632 3.254  C1 1.090
11 H -0.183 -0.514 2.034  C2 1.098
12 H 1.914 -0.525 -0.194  C3 1.091
13 H 1.408 -1.957 0.624  C3 1.090
14 H -1.021 -1.307 0.064  C4 1.078
15 H 0.734 -0.325 -2.224  C5 1.074
16 H -2.105 -1.299 -2.310  N6 1.020
17 H -1.713 0.296 -2.354  N6 1.034
18 H -1.197 -0.834 -3.600  N6 1.021
19 H 0.835 1.445 0.186  N7 1.008
20 H 0.135 1.973 1.541  N7 1.014
21 H -3.060 1.934 -0.710  O23 0.964
22 H -1.627 1.375 -0.543  O23 0.992
23 O -2.435 1.324 -1.117  H21 0.964, H22 0.992

Values from the calculation:
Net charge   +1
Gap between HOMO and LUMO   0.375 hartree
LUMO   -3.04 eV
Energy relative to the best compared isomer or geometry (same formula, charge and spin)   29.4 kcal per mole
M   119.19 g mol⁻¹

=====

| no. | strongest force on any atom (eV/Å) |
| --- | --- |
| 1 | 3.865 |
| 2 | 2.211 |
| 3 | 3.202 |
| 4 | 2.367 |
| 5 | 2.169 |
| 6 | 1.375 |